The following is a DFT calculation (ωB97M-V/def2-TZVPD) of a cluster of 12 separate species, C26H42N10O6 in total in a non-equilibrium geometry.

Geometry as ORCA input:
```
! RIJCOSX wB97M-V def2-TZVPD def2/J DEFGRID3
* xyz 0 1
C -4.1464 1.4199 0.1830
O -3.8605 0.8782 1.4555
C -3.9540 -0.4497 1.6260
O -4.0964 -1.3133 0.8141
O -3.8893 -0.6971 2.9553
C -3.9813 -2.0832 3.2873
H -3.5823 2.2947 0.0748
H -5.1531 1.6532 -0.0311
H -3.8827 0.7060 -0.6129
H -3.1628 -2.5584 2.7918
H -4.9422 -2.5305 3.1015
H -3.8107 -2.0688 4.3087
C -0.5961 -1.3952 0.4340
O 0.7017 -1.0904 -0.1591
C 0.8997 0.2312 -0.3547
O -0.0167 0.9958 -0.4479
O 2.2475 0.4987 -0.4147
C 2.5894 1.7928 -0.9845
H -0.5645 -2.4488 0.7971
H -1.3659 -1.3510 -0.3557
H -0.9207 -0.7034 1.2063
H 3.4444 1.4796 -1.6849
H 2.9452 2.4254 -0.1591
H 1.7407 2.2814 -1.4792
C -4.6572 -4.2816 -0.6798
C -3.3970 -4.5308 0.0230
N -2.4390 -4.9151 0.5888
H -4.6726 -3.3126 -1.2655
H -5.4291 -4.2035 0.1406
H -4.8612 -5.1443 -1.2918
C -0.5094 2.8460 2.2883
C -0.5058 3.6996 1.0361
N -0.4962 4.4401 0.1482
H -1.4564 2.8272 2.7869
H 0.3284 3.2840 2.9073
H -0.2633 1.8778 1.9244
C -0.0864 -7.1858 1.5813
C 0.8821 -6.6323 0.6168
N 1.6390 -6.0985 -0.0979
H 0.4736 -7.2225 2.5357
H -0.4183 -8.1731 1.2069
H -0.8932 -6.5381 1.5688
C 0.1596 -4.0519 -2.3169
C 1.4607 -3.6411 -2.8956
N 2.4715 -3.2668 -3.2521
H -0.6911 -3.9186 -3.0536
H 0.0748 -3.3649 -1.4951
H 0.2381 -5.0893 -2.0299
C 2.4111 6.6334 2.6902
C 2.3613 5.2290 2.7826
N 2.3096 4.0809 2.9472
H 2.9713 6.9818 3.5598
H 1.3885 6.9009 2.7478
H 2.9924 6.9531 1.8311
C -1.7588 2.6318 -3.5057
C -0.3485 2.7135 -3.8026
N 0.7941 2.6958 -3.7899
H -1.9680 3.0386 -2.5403
H -2.1347 1.6284 -3.7330
H -2.2711 3.2823 -4.2159
C 3.2621 -2.7411 0.3994
C 4.1791 -2.4420 1.4650
N 4.9548 -2.0914 2.2654
H 3.2275 -3.8273 0.1992
H 3.6065 -2.1977 -0.5237
H 2.2848 -2.4090 0.6010
C 0.9675 6.0196 -2.3928
C 2.2130 6.3209 -1.6578
N 3.1543 6.6892 -1.1453
H 0.8684 6.8110 -3.1411
H 0.1643 6.0255 -1.6890
H 1.0840 5.0286 -2.8521
C 3.2186 0.7689 3.1186
C 2.1229 -0.2165 3.2077
N 1.1318 -0.7651 3.0257
H 2.7036 1.7287 3.0341
H 3.8931 0.4780 2.3121
H 3.8390 0.7178 3.9876
C 1.6162 -0.1959 -3.7104
C 0.2476 -0.7189 -3.7569
N -0.8191 -1.1023 -3.7800
H 1.5801 0.6740 -3.0211
H 1.7689 0.2592 -4.7168
H 2.3889 -0.9548 -3.5262
*
```

Summary:
Structure (SMILES)   COC(=O)OC.COC(=O)OC.CC#N.CC#N.CC#N.CC#N.CC#N.CC#N.CC#N.CC#N.CC#N.CC#N
E_tot   -2014.80470 hartree
Orbital gap   11.21 eV
HOMO energy   -10.799 eV

The following is a DFT calculation (ωB97M-V/def2-TZVPD) of a structure of composition C26H43AsIN8O3S2V in a non-equilibrium geometry.

Geometry as ORCA input:
```
! RIJCOSX wB97M-V def2-TZVPD def2/J DEFGRID3
* xyz 3 2
V -0.4236 -0.1343 0.1800
C -2.8558 2.3920 1.4543
C -1.3606 2.7418 1.4563
N -0.4642 1.5758 1.6569
C -0.3642 1.1842 3.0779
C 0.4295 -0.0960 3.1106
N -0.2339 -1.0414 2.1900
C -1.3181 -1.7983 2.8844
C -1.3361 -3.2623 2.4907
C -1.4360 -3.4913 0.9768
N -1.7388 -2.2511 0.2125
C -3.1942 -1.9868 0.2381
C -3.4534 -0.7253 -0.5323
N -2.5986 0.3514 0.0290
C -3.1864 0.9215 1.2771
H -3.3502 2.9632 0.6639
H -3.3279 2.7227 2.3798
H -1.1545 3.4711 2.2424
H -1.0681 3.2057 0.5177
H 0.4616 1.8866 1.3728
H -1.3683 1.0282 3.4741
H 0.0968 1.9777 3.6696
H 0.4894 -0.5064 4.1197
H 1.4402 0.0829 2.7510
H 0.4504 -1.7275 1.8337
H -2.2781 -1.3334 2.6854
H -1.1629 -1.7223 3.9614
H -2.1724 -3.7343 3.0066
H -0.4357 -3.7484 2.8701
H -2.2194 -4.2198 0.7576
H -0.5087 -3.8968 0.5882
H -1.5077 -2.4590 -0.7533
H -3.5299 -1.9031 1.2710
H -3.7385 -2.8261 -0.2016
H -4.5052 -0.4366 -0.4956
H -3.1801 -0.8637 -1.5773
H -2.6097 1.1160 -0.6414
H -2.8392 0.3400 2.1261
H -4.2720 0.8102 1.2410
N -1.3841 0.0175 -3.1084
C -0.4561 -0.9427 -2.8512
N 0.0116 -1.2767 -1.6515
C 0.9243 -2.3569 -1.7759
C 1.0765 -2.7778 -3.0539
S 0.1461 -1.8686 -4.1570
C 1.6434 -3.0696 -0.6854
C 2.4159 -4.1599 -0.9500
S 3.1231 -4.7859 0.4803
C 2.3281 -3.5458 1.3735
N 1.6007 -2.7223 0.6555
N 2.4355 -3.4675 2.7284
H -1.3841 0.8434 -2.5322
H -1.5936 0.1951 -4.0802
H 1.6816 -3.5893 -3.4162
H 2.6091 -4.6521 -1.8868
H 3.0507 -4.0972 3.2178
H 2.2677 -2.5858 3.1818
C 3.7599 -0.5009 -1.5011
As 3.0675 0.3652 0.0488
C 4.0252 -0.2786 1.5768
C 3.3717 2.2568 -0.0048
O 1.4202 -0.0281 0.3347
H 4.7896 -0.1680 -1.6384
H 3.1568 -0.2146 -2.3564
H 3.7406 -1.5782 -1.3502
H 5.0781 -0.0316 1.4340
H 3.9184 -1.3594 1.6514
H 3.6780 0.2056 2.4873
H 4.4524 2.3846 0.0811
H 2.9021 2.7513 0.8450
H 3.0245 2.6785 -0.9420
I -1.5816 7.1164 -4.6689
C -0.9341 5.3863 -3.7385
C -1.7747 4.7178 -2.8449
C -1.3416 3.5682 -2.2175
C -0.0644 3.0594 -2.4730
C 0.7654 3.7249 -3.3821
C 0.3383 4.8816 -4.0037
C 0.4531 1.8289 -1.8689
O 1.4962 1.2833 -2.1343
O -0.3755 1.2946 -0.9126
H -2.7646 5.1057 -2.6479
H -2.0078 3.0664 -1.5262
H 1.7470 3.3255 -3.6010
H 0.9876 5.3938 -4.7003
*
```

Summary:
E_tot   -5953.38824 hartree
Energy relative to the best compared isomer or geometry (same formula, charge and spin)   0.00 kJ/mol
Orbital gap (alpha / beta)   4.91 / 5.63 eV
HOMO energy (alpha / beta)   -15.104 / -15.106 eV

The following is a DFT calculation (ωB97M-V/def2-TZVPD) of a cluster of 2 separate species, C26H43BrFN3O5S2 in total in a non-equilibrium geometry.

Geometry as ORCA input:
```
! RIJCOSX wB97M-V def2-TZVPD def2/J DEFGRID3
* xyz 0 1
C 1.0517 5.1270 4.0801
C 1.1296 5.5508 2.4982
O 2.4762 5.8776 2.0041
C 3.2333 4.6703 1.6142
C 3.0200 4.2532 0.0132
O 2.6840 2.8324 -0.1795
C 2.8196 2.4476 -1.6227
C 1.4390 1.5605 -1.9468
O 0.3130 2.4585 -1.6505
C -0.9697 1.6902 -1.5380
C -1.8957 2.1519 -0.2596
C -0.8297 2.3054 1.0207
N -0.2855 2.1966 2.2132
C -2.8305 3.4632 -0.5025
C -2.1450 4.7914 -1.1320
C -0.8255 5.3790 -0.3614
Br -1.8552 4.7065 -3.1514
C -2.9723 0.8940 -0.0198
F -4.2719 1.4159 0.5504
C -3.4263 0.1846 -1.4652
N -3.6661 -0.6047 -2.4836
C -2.4635 -0.2496 1.0278
C -1.3058 -1.2669 0.4698
C 0.2071 -0.9853 1.0452
S 1.2899 -2.3808 0.3148
C 1.6410 -3.6830 1.6567
S 0.5896 -3.7153 2.9916
N 2.8522 -4.5546 1.4294
C 2.5582 -6.0305 1.5016
C 2.4638 -6.6643 3.0088
C 4.0559 -4.1344 2.2358
C 5.0879 -3.3857 1.1529
H 0.2312 4.2727 4.2223
H 2.0459 4.7003 4.5291
H 0.6654 6.0354 4.7402
H 0.7073 4.6555 1.8616
H 0.4244 6.5020 2.3725
H 2.9906 3.7915 2.3494
H 4.3820 4.9380 1.7955
H 4.0519 4.5417 -0.5121
H 2.2144 5.0030 -0.4075
H 3.7959 1.8106 -1.7908
H 2.7824 3.4411 -2.2398
H 1.4264 1.3302 -3.0993
H 1.5164 0.6133 -1.2642
H -0.6463 0.5593 -1.5253
H -1.5012 1.8501 -2.5948
H -3.2973 3.7797 0.5500
H -3.6956 3.1311 -1.2556
H -2.9663 5.6554 -1.0284
H 0.0621 4.6302 -0.2333
H -0.4096 6.2663 -1.0433
H -1.1530 5.9102 0.6512
H -3.4190 -0.9415 1.2256
H -2.1944 0.1602 2.1168
H -1.2411 -1.3636 -0.6943
H -1.6007 -2.3549 0.8646
H 0.7037 0.0066 0.6648
H 0.2717 -0.9478 2.2310
H 3.4695 -6.5842 0.9650
H 1.6142 -6.2795 0.8360
H 1.4132 -7.2278 3.0684
H 3.3686 -7.3718 3.3003
H 2.4354 -5.8069 3.8060
H 3.7362 -3.2951 2.9877
H 4.6817 -5.0060 2.7019
H 5.1368 -2.2254 1.2951
H 6.1496 -3.9207 1.2466
H 4.7004 -3.6768 0.0632
O -3.9821 -6.3362 -5.6889
C -4.0256 -5.4077 -4.8989
C -5.1188 -5.1645 -3.9030
C -4.8674 -3.7335 -3.5000
C -3.3786 -3.5958 -3.6835
O -3.0516 -4.4595 -4.7711
H -4.9952 -5.8520 -3.0616
H -6.1033 -5.2853 -4.3608
H -5.1995 -3.4999 -2.4850
H -5.3901 -3.0604 -4.1905
H -2.8191 -3.9198 -2.7997
H -3.0910 -2.5692 -3.9284
*
```

Summary:
Structure (SMILES)   CCOCCOCCOC[C@@](C#N)(C[C@@H](C)Br)[C@@](F)(C#N)CCCSC(=S)N(CC)CC.O=C1CCCO1
E_tot   -5026.66372 hartree
Energy relative to the best compared isomer or geometry (same formula, charge and spin)   1237.58 kJ/mol
Orbital gap   8.09 eV
HOMO energy   -8.804 eV

> E_tot of number 3 (C26H43BrFN3O5S2)?

-5026.66372 hartree